#1
DFT (ωB97M-V/def2-TZVPD) results for 2 unconnected molecules or ions with the total composition C6H12.

ORCA input file:
```
! wB97M-V def2-TZVPD RIJCOSX def2/J DEFGRID3
* xyz 0 1
C -2.10500 1.00132 0.67926
C -1.40552 0.01454 -0.28455
C 0.11413 -0.34265 -0.25399
C 0.37879 -1.77278 -0.23287
C 1.04241 0.65724 -0.17864
C 2.35751 0.39438 0.51642
H -1.67187 0.93885 1.67766
H -3.14967 0.70647 0.70435
H -2.21762 1.97826 0.21551
H -1.92328 -0.94440 -0.32770
H -1.46453 0.54001 -1.24962
H -0.40157 -2.51698 -0.29710
H 1.35765 -2.00566 -0.64601
H 0.92589 1.52631 -0.81363
H -0.04745 -1.15247 -1.46929
H 2.33996 -0.17700 1.44687
H 2.89619 1.32074 0.74423
H 2.97397 -0.16616 -0.23089
*
```

Summary:
* E_LUMO: 0.81 eV
* orbital gap: 0.287 hartree

Atomic partial charges in e from the natural (NBO) method, atoms 1 to 2:
1. C -0.606
2. C -0.425

#2
DFT (ωB97M-V/def2-TZVPD) results for C6H12 in the gas phase.

ORCA input file:
```
! wB97M-V def2-TZVPD RIJCOSX def2/J DEFGRID3
* xyz 0 1
C -0.98255 1.49986 0.26228
C 0.40623 1.61337 0.91377
C 0.93347 0.84679 -0.22258
C 1.29590 -0.55471 -0.17517
C -0.14244 -0.97478 -0.29790
C -0.57628 -2.22171 0.50932
H -1.12821 1.54644 -0.77571
H -1.10004 0.27854 0.09280
H -1.46621 2.43685 0.44699
H 0.42389 1.06106 1.85836
H 0.87452 2.61375 1.08692
H 1.21922 1.46889 -1.06300
H 1.67004 -0.72799 0.82789
H 2.02391 -0.90373 -0.91265
H -0.39269 -1.12749 -1.34397
H -0.13502 -3.14906 0.11176
H -1.63924 -2.47109 0.48659
H -0.29110 -2.28920 1.56138
*
```

Summary:
* E_LUMO (alpha / beta): 0.60 / 0.60 eV
* orbital gap (alpha / beta): 0.277 / 0.277 hartree

Atomic partial charges in e from the natural (NBO) method, atoms 1 to 2:
1. C -0.669
2. C -0.477

Which is the most stable structure? #1 is the most stable.

#1
DFT (ωB97M-V/def2-TZVPD) results for a molecular structure, C6H12.

ORCA input file:
```
! wB97M-V def2-TZVPD RIJCOSX def2/J DEFGRID3
* xyz 0 1
C -1.41758 -1.04617 0.55979
C -0.14986 -0.31951 0.22686
C -1.07548 1.43684 -0.56912
C 0.91560 0.07838 1.10782
C 1.99035 -0.08843 0.05246
C 0.86454 -0.65960 -0.85836
H -2.10514 -1.09788 -0.28802
H -1.13829 -2.06353 0.86294
H -1.92460 -0.57245 1.40492
H -1.51403 0.98502 -1.46215
H -0.40300 2.25275 -0.87182
H -1.85853 1.81431 0.09772
H 0.01306 0.95319 0.42394
H 0.91532 0.25716 2.17638
H 2.79179 -0.80503 0.26833
H 2.45287 0.83329 -0.33030
H 0.92889 -1.74854 -0.95848
H 0.71407 -0.20980 -1.84293
*
```

Summary:
* E_LUMO: 1.00 eV
* orbital gap: 0.281 hartree

Atomic partial charges in e from the natural (NBO) method, atoms 1 to 2:
1. C -0.639
2. C 0.106

#2
DFT (ωB97M-V/def2-TZVPD) results for a molecular structure, C6H12.

ORCA input file:
```
! wB97M-V def2-TZVPD RIJCOSX def2/J DEFGRID3
* xyz 0 1
C 1.63182 0.47735 0.15398
C 0.17534 0.75414 0.56416
C -0.60580 1.41206 -0.57807
C -1.13746 0.13702 -1.21384
C -0.73962 -0.46570 0.69336
C -0.10470 -1.82071 0.85868
H 2.17412 -0.10703 0.90775
H 1.70280 -0.06598 -0.79673
H 2.16902 1.42602 0.02888
H 0.20046 1.35497 1.48464
H -1.43536 2.00404 -0.17489
H -0.01829 2.05036 -1.24371
H -0.44212 -0.45286 -1.79850
H -2.11028 0.20805 -1.73631
H -1.67746 -0.38476 0.01145
H 0.73199 -2.02724 0.17437
H 0.31879 -1.86639 1.87583
H -0.83324 -2.63335 0.78895
*
```

Summary:
* E_LUMO: 1.12 eV
* orbital gap: 0.315 hartree

Atomic partial charges in e from the natural (NBO) method, atoms 1 to 2:
1. C -0.619
2. C -0.273

#3
DFT (ωB97M-V/def2-TZVPD) results for a molecular structure, C6H12.

ORCA input file:
```
! wB97M-V def2-TZVPD RIJCOSX def2/J DEFGRID3
* xyz 0 1
C 0.18490 -1.35767 1.75763
C -0.34080 -1.18928 0.34668
C 0.43153 -0.13397 -0.36194
C -0.01122 0.13772 -1.79969
C -0.27262 1.59238 -1.04661
C 0.11112 1.33517 0.41133
H 1.24873 -1.61906 1.72542
H 0.09074 -0.43090 2.33614
H -0.35487 -2.14941 2.27433
H -0.28997 -2.12229 -0.22072
H -1.40203 -0.88338 0.34841
H 1.51183 -0.18154 -0.33370
H 0.74593 0.15512 -2.61326
H -0.91866 -0.37694 -2.18741
H -1.32816 1.75846 -1.15054
H 0.40070 2.27745 -1.52732
H -0.69846 1.36242 1.18241
H 1.00154 1.82859 0.85680
*
```

Summary:
* E_LUMO: 1.27 eV
* orbital gap: 0.350 hartree

Atomic partial charges in e from the natural (NBO) method, atoms 1 to 2:
1. C -0.603
2. C -0.400

Which is the most stable structure? #3 is the most stable.

#1
DFT (ωB97M-V/def2-TZVPD) results for C6H12 in the gas phase.

ORCA input file:
```
! wB97M-V def2-TZVPD RIJCOSX def2/J DEFGRID3
* xyz 0 1
C 0.05640 -1.43714 0.18558
C -1.27133 -0.76496 -0.22357
C -1.31683 0.65936 0.22880
C -0.10756 1.47611 -0.25246
C 1.23329 0.79054 0.18515
C 1.34176 -0.66988 -0.22565
H 0.09436 -2.46426 -0.21159
H 0.05040 -1.55284 1.27137
H -1.31826 -0.84297 -1.33271
H -2.06328 -1.37197 0.17369
H -1.21389 0.65525 1.32838
H -2.24859 1.12134 -0.07002
H -0.09875 2.52329 0.09998
H -0.18130 1.46002 -1.33194
H 1.24779 0.80358 1.33084
H 2.12433 1.40655 -0.09057
H 2.20998 -1.09200 0.26214
H 1.46147 -0.70005 -1.32744
*
```

Summary:
* E_LUMO: 1.25 eV
* orbital gap: 0.434 hartree

Atomic partial charges in e from the natural (NBO) method, atoms 1 to 2:
1. C -0.391
2. C -0.397

#2
DFT (ωB97M-V/def2-TZVPD) results for C6H12 in the gas phase.

ORCA input file:
```
! wB97M-V def2-TZVPD RIJCOSX def2/J DEFGRID3
* xyz 0 1
C 2.04318 0.28602 -0.36099
C 0.79184 -0.56773 -0.26499
C 0.22583 -0.81671 1.10409
C -0.58760 -0.06008 0.07976
C -0.71812 1.45344 0.16787
C -1.79090 -0.79663 -0.49667
H 2.13301 1.04505 0.42981
H 2.86642 -0.41763 -0.20750
H 2.17875 0.78153 -1.33380
H 0.81152 -1.40981 -0.95371
H 0.65825 -0.25399 1.93152
H -0.07322 -1.83198 1.35563
H -1.52500 1.82286 -0.47402
H 0.20215 1.91048 -0.20016
H -0.88669 1.84786 1.17407
H -1.60655 -1.87578 -0.53862
H -2.01972 -0.45964 -1.51482
H -2.70315 -0.65726 0.10254
*
```

Summary:
* E_LUMO: 1.13 eV
* orbital gap: 0.395 hartree

Atomic partial charges in e from the natural (NBO) method, atoms 1 to 2:
1. C -0.616
2. C -0.220

#3
DFT (ωB97M-V/def2-TZVPD) results for C6H12 in the gas phase.

ORCA input file:
```
! wB97M-V def2-TZVPD RIJCOSX def2/J DEFGRID3
* xyz 0 1
C 0.00253 1.76848 0.24703
C -1.07830 1.19892 -0.66245
C -1.27150 -0.33017 -0.41942
C 0.07498 -1.05765 -0.45846
C 0.70775 -1.83339 0.64001
C 1.48936 -0.60448 0.44278
H 0.68764 0.93551 0.37381
H -0.37146 2.06499 1.23295
H 0.63074 2.55245 -0.18228
H -2.05879 1.66161 -0.51887
H -0.78976 1.36146 -1.70938
H -1.98572 -0.67921 -1.19689
H -1.78135 -0.48815 0.54297
H 0.29805 -1.41098 -1.48192
H 0.12485 -1.79479 1.55747
H 1.22238 -2.75535 0.44340
H 2.33912 -0.54281 -0.22811
H 1.75949 -0.04643 1.37736
*
```

Summary:
* E_LUMO: 1.23 eV
* orbital gap: 0.363 hartree

Atomic partial charges in e from the natural (NBO) method, atoms 1 to 2:
1. C -0.651
2. C -0.387

Which is the most stable structure? #1 is the most stable.

#1
DFT (ωB97M-V/def2-TZVPD) results for C6H12 in the gas phase.

ORCA input file:
```
! wB97M-V def2-TZVPD RIJCOSX def2/J DEFGRID3
* xyz 0 1
C 2.05890 -0.22507 0.60587
C 0.80356 0.12032 -0.18927
C -0.14870 1.04555 0.58063
C -1.54293 0.82959 -0.03536
C -1.49948 -0.55778 -0.73056
C -0.06719 -1.09826 -0.53899
H 1.78950 -0.81500 1.49195
H 2.57313 0.67830 0.95476
H 2.77110 -0.81270 0.01645
H 1.09361 0.62226 -1.12429
H 0.17959 2.09021 0.53182
H -0.14946 0.76037 1.64181
H -2.32571 0.88513 0.72850
H -1.76833 1.61283 -0.76729
H -2.24076 -1.24768 -0.31328
H -1.73656 -0.45664 -1.79529
H -0.03728 -1.81312 0.29445
H 0.30101 -1.62885 -1.42476
*
```

Summary:
* E_LUMO: 1.26 eV
* orbital gap: 0.452 hartree

Atomic partial charges in e from the natural (NBO) method, atoms 1 to 2:
1. C -0.599
2. C -0.217

#2
DFT (ωB97M-V/def2-TZVPD) results for C6H12 in the gas phase.

ORCA input file:
```
! wB97M-V def2-TZVPD RIJCOSX def2/J DEFGRID3
* xyz 0 1
C -1.91955 0.45995 0.60065
C -1.33402 -0.94958 0.52226
C 0.19824 -0.98708 0.48159
C 0.81319 -0.28205 -0.70972
C 2.17981 0.33250 -0.60191
C 0.97350 1.21331 -0.74971
H -1.56789 1.07851 -0.22935
H -1.62733 0.95937 1.53277
H -3.01347 0.43888 0.56036
H -1.67511 -1.53420 1.38698
H -1.73253 -1.45856 -0.36572
H 0.52564 -2.03620 0.47526
H 0.59943 -0.54863 1.40710
H 0.58386 -0.74560 -1.66886
H 2.65609 0.31029 0.37531
H 2.86748 0.24168 -1.43687
H 0.81202 1.71914 -1.69816
H 0.66061 1.78827 0.11801
*
```

Summary:
* E_LUMO: 1.29 eV
* orbital gap: 0.419 hartree

Atomic partial charges in e from the natural (NBO) method, atoms 1 to 2:
1. C -0.611
2. C -0.390

Which is the most stable structure? #1 is the most stable.

#1
DFT (ωB97M-V/def2-TZVPD) results for 2 unconnected molecules or ions with the total composition C6H12.

ORCA input file:
```
! wB97M-V def2-TZVPD RIJCOSX def2/J DEFGRID3
* xyz 0 1
C -1.03655 0.71721 0.91459
C -1.22380 -0.70832 0.40515
C 0.09427 -1.50066 0.37519
C 1.06477 -0.95420 -0.63522
C 2.14176 -0.23163 -0.33891
C 0.00568 2.27223 -1.01386
H -0.25657 1.29600 0.33740
H -0.62589 0.71549 1.93275
H -1.96581 1.29199 0.91244
H -1.93491 -1.22809 1.06242
H -1.68100 -0.69939 -0.59336
H -0.11820 -2.55603 0.15715
H 0.54820 -1.46605 1.37449
H 0.81566 -1.13088 -1.68369
H 2.41097 -0.00968 0.69211
H 2.78434 0.18661 -1.10804
H 0.03218 1.40505 -1.70919
H -1.05509 2.60034 -1.08141
*
```

Summary:
* E_LUMO: -0.33 eV
* orbital gap: 0.320 hartree

Atomic partial charges in e from the natural (NBO) method, atoms 1 to 2:
1. C -0.531
2. C -0.399

#2
DFT (ωB97M-V/def2-TZVPD) results for C6H12 in the gas phase.

ORCA input file:
```
! wB97M-V def2-TZVPD RIJCOSX def2/J DEFGRID3
* xyz 0 1
C -2.70781 0.24745 -0.92629
C -1.82747 0.02706 0.20049
C -0.59235 -0.56871 0.09500
C 0.42983 -0.39823 1.17964
C 1.74625 0.26791 0.72496
C 2.31164 -0.00118 -0.68150
H -2.40811 -0.51684 -1.64716
H -3.72332 0.16068 -0.67008
H -2.65195 1.23425 -1.46970
H -2.13458 0.73975 1.03993
H -0.48533 -1.17824 -0.75643
H 0.59363 -1.39852 1.59239
H 0.12220 0.15822 2.09531
H 2.49717 0.18781 1.45864
H 1.46653 1.29330 0.68243
H 1.63368 0.31743 -1.42643
H 3.28948 0.42462 -0.65248
H 2.44051 -0.99676 -0.83871
*
```

Summary:
* E_LUMO: 1.16 eV
* orbital gap: 0.368 hartree

Atomic partial charges in e from the natural (NBO) method, atoms 1 to 2:
1. C -0.645
2. C -0.168

Which is the most stable structure? #2 is the most stable.